20
Properties=species:S:1:pos:R:3 method="wB97M-V/def2-TZVPD" homo_lumo_gap_ha=0.31599 smiles="O=S(=O)(F)B(Br)Br.C1CCOC1" homo_ev=-9.84 lumo_ev=-1.24
O -0.76448 6.38876 0.17319
S -0.70612 5.08453 -0.39049
O -0.45063 4.89602 -1.77852
F -2.08965 4.39938 -0.07976
B 0.42651 3.94422 0.62443
Br 0.69041 2.18813 0.01231
Br 1.25182 4.64872 2.16118
C -0.63167 -3.18381 -0.08602
C 0.84962 -3.14222 0.28173
C 1.29428 -1.84669 -0.38271
O 0.16003 -0.97513 -0.35991
C -1.01157 -1.71228 0.00110
H -1.22994 -3.81129 0.57228
H -0.75493 -3.54623 -1.10873
H 0.96608 -3.07120 1.36531
H 1.41271 -4.00682 -0.06524
H 1.58774 -2.01380 -1.42435
H 2.12318 -1.36422 0.13686
H -1.30011 -1.43613 1.02101
H -1.82329 -1.43995 -0.67364

69
Properties=species:S:1:pos:R:3 method="wB97M-V/def2-TZVPD" homo_lumo_gap_ha="0.30167 / 0.24513" multiplicity=4 total_charge=+1 s2=3.777 homo_ev="-11.05 / -11.34" lumo_ev="-2.84 / -4.67"
Tc -0.29458 -0.25553 0.13987
C 2.17583 1.12630 1.45201
N 1.09023 0.16232 1.80234
C 1.68651 -1.16909 2.14238
C 2.15451 -1.90571 0.90425
N 1.05140 -2.06803 -0.10790
C 1.56807 -2.19348 -1.50564
C 0.28072 -3.30368 0.18256
C 0.73562 -4.55744 -0.21082
C -0.01411 -5.69317 0.04608
C -1.22359 -5.59287 0.71758
C -1.66177 -4.35468 1.14816
C -0.91546 -3.20764 0.88761
S -1.50285 -1.67246 1.50644
C 0.35569 0.71997 2.95068
C 0.87171 0.66666 4.23500
C 0.16899 1.23204 5.28793
C -1.04430 1.86532 5.05328
C -1.53835 1.95693 3.76210
C -0.83607 1.38810 2.70496
S -1.44649 1.54268 1.05602
H 2.90576 1.17291 2.26224
H 1.73000 2.11621 1.33930
H 2.66371 0.81208 0.52554
H 0.93735 -1.74171 2.68090
H 2.55420 -1.04129 2.79316
H 2.52720 -2.88541 1.20296
H 2.95521 -1.35202 0.42100
H 2.23968 -3.04746 -1.55685
H 2.32968 -1.21996 -3.10316
H 0.70023 -2.41453 -2.12270
H 1.68070 -4.68557 -0.71897
H 0.35162 -6.65469 -0.28761
H -1.82139 -6.47526 0.90184
H -2.60021 -4.25176 1.67872
H 1.81875 0.17774 4.43459
H 0.57423 1.18087 6.29005
H -1.60860 2.28443 5.87597
H -2.47650 2.45960 3.55814
O -0.91460 0.95130 -5.60271
C -0.21845 1.91432 -5.02777
O 0.19349 2.87621 -5.61754
C 0.09897 1.75786 -3.57254
C 0.90971 2.63198 -2.87871
N 1.02660 2.16627 -1.62898
N 0.34330 1.03551 -1.46297
C -0.23840 0.77895 -2.62870
C -1.14930 -0.40491 -2.64053
O -1.63478 -0.81340 -3.67282
O -1.33606 -0.93019 -1.45665
H -1.23375 0.26561 -4.97160
H 1.37854 3.54348 -3.21791
H 1.53516 2.57127 -0.86212
N 2.23839 -1.04828 -2.10689
C 3.10950 -0.19489 -1.51737
N 3.98956 0.37471 -2.33243
C 4.91361 1.37385 -1.79306
C 4.95128 2.58315 -2.70615
O 5.35178 2.21351 -4.00942
C 4.44346 1.28990 -4.57745
C 4.33234 0.03361 -3.72586
H 5.91680 0.94172 -1.73604
H 4.58505 1.65251 -0.79504
H 5.67653 3.30874 -2.34359
H 3.95815 3.05393 -2.73898
H 4.82892 1.03543 -5.56126
H 3.45464 1.75438 -4.69102
H 5.30099 -0.47221 -3.70831
H 3.60853 -0.63909 -4.17693

77
Properties=species:S:1:pos:R:3 method="wB97M-V/def2-TZVPD" homo_lumo_gap_ha=0.23612 homo_ev=-6.99 lumo_ev=-0.56
Ba 0.87815 -0.23263 0.08152
C 0.37957 -0.81153 3.56678
O -0.45682 -0.60885 2.43567
C -1.68121 0.00361 2.64287
C -2.12039 0.37729 3.90302
C -3.35692 0.99323 4.04952
C -4.14480 1.23253 2.93630
C -3.70185 0.84687 1.68220
C -2.47440 0.21801 1.51176
N -1.98157 -0.18881 0.22810
N -2.93857 -0.36577 -0.58133
C -2.75320 -0.67397 -1.89989
C -1.50474 -0.75283 -2.58161
O -0.37275 -0.69339 -2.01814
C -1.54862 -0.91089 -4.02289
C -2.70467 -1.04867 -4.69719
C -3.97285 -1.05183 -4.02516
C -5.17008 -1.23803 -4.73661
C -6.37943 -1.24763 -4.08927
C -6.41042 -1.06858 -2.69932
C -5.25123 -0.88223 -1.98492
C -3.99659 -0.86437 -2.63190
H -0.05073 -1.55769 4.23769
H 0.55714 0.12006 4.10583
H 1.32641 -1.18625 3.18019
H -1.51039 0.19358 4.77457
H -3.68806 1.29069 5.03536
H -5.10068 1.72816 3.04120
H -4.29523 1.03400 0.79852
H -0.59032 -0.92053 -4.52686
H -2.69385 -1.16687 -5.77544
H -5.11953 -1.37518 -5.81088
H -7.29816 -1.39235 -4.64234
H -7.36015 -1.08038 -2.17873
H -5.28499 -0.74929 -0.91397
F -0.15964 5.21193 -2.23159
C 0.53199 4.56191 -1.26563
C 0.16331 3.28381 -0.89589
C 0.86103 2.57472 0.09300
C 1.94992 3.25048 0.69000
C 2.29708 4.53127 0.27115
F 3.38345 5.16614 0.80224
C 1.61120 5.21881 -0.70609
C 2.71886 2.57823 1.77365
C 3.27165 3.29512 2.84111
C 3.99454 2.63752 3.81412
C 4.16454 1.26315 3.71824
C 3.56184 0.62173 2.65524
N 2.84651 1.23851 1.70946
H -0.69064 2.84471 -1.40593
H 1.90887 6.20920 -1.01669
H 3.12232 4.36183 2.89970
H 4.42019 3.18941 4.64282
H 4.73535 0.70703 4.44901
H 3.65063 -0.45689 2.55768
Se 3.14116 -3.96065 -1.08957
Se 4.00045 -2.74683 0.68750
C 4.50277 -1.11431 -0.22543
C 5.78684 -0.62914 -0.03755
C 6.11263 0.58952 -0.61464
C 5.16199 1.25899 -1.36508
C 3.90935 0.68049 -1.49978
N 3.58199 -0.48217 -0.93696
C 1.26862 -4.12236 -0.64666
C 0.64388 -5.26050 -1.14446
C -0.71645 -5.40074 -0.93717
C -1.39241 -4.42685 -0.21928
C -0.67149 -3.34596 0.25342
N 0.63867 -3.18220 0.03294
H 6.50692 -1.19186 0.54012
H 7.10284 1.00564 -0.48177
H 5.37388 2.21393 -1.82398
H 3.12206 1.18013 -2.05516
H 1.21326 -6.01195 -1.67468
H -1.23893 -6.26563 -1.32467
H -2.45475 -4.49234 -0.03314
H -1.16435 -2.55335 0.80576

15
Properties=species:S:1:pos:R:3 method="wB97M-V/def2-TZVPD" homo_lumo_gap_ha="0.33019 / 0.30849" total_charge=+1 homo_ev="-12.93 / -12.63" lumo_ev="-3.95 / -4.23"
C 2.71068 0.14239 0.37428
C 2.93654 -0.97305 0.14776
C -1.28361 -0.13655 -1.04904
C -2.10028 -0.66702 0.10278
C -0.66854 0.54747 1.25061
N -0.26481 0.70796 -0.30838
O -1.64892 -0.23446 1.21866
H 2.23697 1.02220 0.64320
H -0.93856 -0.77855 -1.76076
H -1.91714 0.53455 -1.60819
H 3.54099 -1.84142 -0.10396
H -3.11155 -1.01235 -0.03811
H 0.06883 0.58237 2.09455
H 0.72160 0.33882 -0.52564
H -0.28221 1.76765 -0.43777